1.
The following is a quantum chemistry calculation of a structure of composition C5H8N2, from the OMol25 dataset.

```
15
Properties=species:S:1:pos:R:3
N 0.493 0.257 1.141
N 2.228 0.816 -1.992
C 1.721 0.207 0.728
C -0.291 0.673 -0.817
C -0.337 -0.472 0.215
C -1.724 -0.843 0.711
C 1.367 0.625 -1.225
H -0.104 1.657 -0.400
H -1.246 0.755 -1.403
H -1.645 -1.626 1.472
H -2.217 0.024 1.157
H 2.158 -0.747 0.430
H 0.150 -1.369 -0.226
H 2.422 0.970 1.042
H -2.348 -1.230 -0.105
```

Output
Orbital gap (alpha / beta) = 9.21 / 9.21 eV
Total energy = -8290.9851 eV
Max |F| = 3.93 eV Å⁻¹
HOMO energy (alpha / beta) = -0.348 / -0.348 hartree
Relative energy (zero: lowest compared OMol25 entry of this formula, charge and spin) = 92.5 kcal/mol
Spin multiplicity = 1

2.
The following is a quantum chemistry calculation of the molecule C3H4N4O, from the OMol25 dataset.

```
12
Properties=species:S:1:pos:R:3
O -0.320 0.204 -0.944
N 1.481 -2.124 0.754
N 0.038 -2.142 -0.654
N 0.872 -2.863 -0.090
N 1.068 -0.785 0.690
C -0.783 2.533 0.095
C -0.174 1.294 0.052
C 0.267 -0.893 -0.328
H -0.897 -2.564 -1.175
H -0.426 3.173 1.136
H -1.810 3.045 -0.326
H 0.682 1.123 0.792
```

Output
Orbital gap = 10.26 eV
Total energy = -11178.5330 eV
Max |F| = 9.32 eV Å⁻¹
HOMO energy = -0.362 hartree
Relative energy (zero: lowest compared OMol25 entry of this formula, charge and spin) = 125.4 kcal/mol
Spin multiplicity = 1

3.
The following is a quantum chemistry calculation of the molecule C4H5N3, from the OMol25 dataset.

```
12
Properties=species:S:1:pos:R:3
N 2.242 -1.546 0.875
N 0.211 1.296 0.112
N -1.676 -0.015 0.030
C -1.163 1.118 0.295
C 1.668 -0.744 0.272
C -0.590 -0.916 -0.298
C 0.667 0.025 -0.448
H 0.745 1.770 0.830
H -1.764 1.971 0.585
H -0.497 -1.682 0.491
H 0.882 0.181 -1.511
H -0.725 -1.458 -1.234
```

Output
Orbital gap = 10.36 eV
Total energy = -8698.1987 eV
Max |F| = 1.29 eV Å⁻¹
HOMO energy = -0.354 hartree
Relative energy (zero: lowest compared OMol25 entry of this formula, charge and spin) = 37.2 kcal/mol
Spin multiplicity = 1

4.
The following is a quantum chemistry calculation of the molecule C3H8F2NPS, from the OMol25 dataset.

```
16
Properties=species:S:1:pos:R:3
S 1.617 -1.049 -0.105
P 3.635 0.288 -0.574
F 3.240 1.715 0.086
F 4.249 -0.286 0.794
N 0.013 -1.157 -0.671
C -1.129 -0.450 -0.134
C -1.401 0.864 -0.866
C -0.975 -0.271 1.367
H -0.056 -1.374 -1.656
H -1.939 -0.026 1.812
H -1.494 0.683 -1.936
H -0.584 1.565 -0.701
H -1.972 -1.135 -0.320
H -2.327 1.308 -0.503
H -0.267 0.523 1.597
H -0.609 -1.197 1.809
```

Output
Orbital gap = 8.13 eV
Total energy = -30290.5131 eV
Max |F| = 2.40 eV Å⁻¹
HOMO energy = -0.302 hartree
Relative energy (zero: lowest compared OMol25 entry of this formula, charge and spin) = 42.2 kcal/mol
Spin multiplicity = 1

5.
The following is a quantum chemistry calculation of the ion C7H19P2 with charge +1, from the OMol25 dataset.

```
28
Properties=species:S:1:pos:R:3
P -0.411 0.148 -1.684
P 0.079 -0.329 1.539
C -0.332 -1.009 -0.035
C 0.637 -0.803 -2.798
C 0.405 1.773 -1.839
C -0.424 -1.579 2.666
C 1.944 -0.367 1.741
C -0.333 1.233 2.583
C -2.051 0.350 -2.356
H 2.523 -0.169 0.825
H 2.284 0.313 2.589
H 2.203 -1.378 1.880
H -2.659 0.860 -1.605
H -1.352 -1.394 -0.003
H -0.106 1.292 3.672
H -0.066 2.629 -1.388
H -0.169 -2.540 2.255
H 0.011 2.095 1.843
H -1.453 1.286 2.578
H -1.692 0.868 -3.269
H 0.327 -1.484 3.537
H -1.482 -1.581 3.126
H -2.318 -0.714 -2.551
H 1.460 1.817 -1.451
H 0.317 -0.802 -3.818
H 0.620 -1.923 -2.440
H 1.627 -0.484 -2.748
H 0.413 1.892 -2.851
```

Output
Orbital gap = 9.61 eV
Total energy = -26136.5536 eV
Max |F| = 4.15 eV Å⁻¹
HOMO energy = -0.447 hartree
Relative energy (zero: lowest compared OMol25 entry of this formula, charge and spin) = 18.8 kcal/mol
Net charge = +1
Spin multiplicity = 1

6.
The following is a quantum chemistry calculation of the molecule C2H3Cl2NS, from the OMol25 dataset.

```
9
Properties=species:S:1:pos:R:3
Cl 2.299 1.128 -0.420
Cl 1.593 -1.685 -0.097
S -2.783 -0.022 -0.737
N -0.241 0.312 -0.351
C -1.429 -0.047 0.158
C 1.140 0.007 0.250
H -1.435 -0.302 1.213
H -0.213 0.483 -1.351
H 1.069 0.126 1.333
```

Output
Orbital gap = 9.11 eV
Total energy = -39492.4370 eV
Max |F| = 2.93 eV Å⁻¹
HOMO energy = -0.324 hartree
Relative energy (zero: lowest compared OMol25 entry of this formula, charge and spin) = 2.1 kcal/mol
Spin multiplicity = 1

7.
The following is a quantum chemistry calculation of a structure of composition C31H49BiClP2, from the OMol25 dataset.

```
84
Properties=species:S:1:pos:R:3
Bi -0.065 -0.104 0.086
Cl -0.737 4.557 0.820
P -1.799 0.366 -1.694
P 1.777 1.598 -0.574
C -1.615 -3.977 2.480
C -0.721 1.118 -5.606
C -3.629 0.463 -1.794
C -0.978 2.432 2.535
C -1.025 -1.829 -5.044
C -0.678 2.768 4.940
C -1.061 1.971 3.873
C -0.144 4.565 3.428
C 1.645 -2.328 3.300
C -1.845 -0.765 -4.380
C 1.405 -4.148 1.484
C 2.613 2.708 0.572
C 1.339 0.577 -4.084
C 3.070 0.577 -1.310
C -0.693 1.847 -2.241
C 0.772 -1.691 4.222
C -0.534 -2.227 4.036
C -0.594 3.797 2.364
C -0.465 -3.186 2.988
C -1.728 -1.872 4.820
C -1.249 -1.430 -1.953
C -1.649 0.561 -4.574
C -0.177 4.055 4.725
C 0.882 -3.258 2.537
C 0.490 -1.511 -5.161
C 0.744 1.452 -5.155
C 3.101 -2.095 3.179
C 1.109 -0.751 -3.997
C -1.370 1.565 1.412
C 1.141 -0.659 5.212
C 0.592 2.517 -1.629
H -0.359 1.400 -3.175
H -1.165 2.068 -5.934
H -2.137 -2.052 -2.101
H 2.217 -0.453 5.169
H -1.411 2.638 -2.526
H 2.086 1.080 -3.463
H -1.400 -2.015 -6.060
H -0.772 2.395 5.965
H 0.601 0.282 5.023
H 0.892 -0.985 6.233
H -0.570 -1.499 -2.801
H -0.662 -1.911 -1.135
H -2.628 -2.323 4.377
H -1.127 -2.781 -4.507
H -1.366 -4.447 1.525
H 3.766 1.196 -1.885
H -2.753 -1.125 -3.893
H 3.638 0.064 -0.520
H 3.405 3.253 0.033
H 1.213 2.901 -2.454
H -1.465 0.969 4.053
H 3.456 -2.348 2.172
H -2.345 1.286 -4.132
H -1.898 -4.769 3.189
H 1.581 -1.388 -3.233
H -1.649 -2.225 5.864
H -0.678 0.480 -6.497
H 0.749 2.487 -4.802
H -4.053 -0.343 -1.165
H 1.361 1.452 -6.066
H -3.973 1.437 -1.394
H 3.080 2.107 1.369
H 2.223 -3.662 0.931
H -1.818 2.098 0.559
H 0.172 4.674 5.558
H 1.024 -2.473 -5.265
H 0.614 -4.422 0.770
H -1.872 -0.782 4.860
H 2.671 -0.205 -1.966
H 0.656 -0.993 -6.122
H 3.339 -1.043 3.383
H 1.919 3.424 1.032
H 3.667 -2.709 3.899
H -3.978 0.342 -2.835
H 0.241 5.571 3.231
H -1.983 0.707 1.735
H 1.807 -5.087 1.907
H -2.490 -3.328 2.342
H 0.253 3.396 -1.060
```

Output
Orbital gap (alpha / beta) = 6.00 / 5.39 eV
Total energy = -69868.8161 eV
Max |F| = 4.17 eV Å⁻¹
HOMO energy (alpha / beta) = -0.334 / -0.308 hartree
Relative energy (zero: lowest compared OMol25 entry of this formula, charge and spin) = 82.1 kcal/mol
Net charge = +1
Spin multiplicity = 1

8.
The following is a quantum chemistry calculation of a cluster of 2 separate species, C9H11NOS in total, from the OMol25 dataset.

```
23
Properties=species:S:1:pos:R:3
S 2.716 -1.551 -0.267
O 4.018 -1.234 0.414
N 1.484 0.466 1.131
C 2.435 0.555 2.225
C -1.167 -1.890 -0.757
C -0.726 -0.062 -2.295
C 1.572 -0.472 0.223
C -2.783 -1.310 -2.438
C 0.477 1.499 1.074
C -1.960 -0.297 -2.898
C -0.392 -0.880 -1.256
C -2.393 -2.112 -1.378
H 0.059 1.656 2.071
H 2.721 1.598 2.363
H -3.041 -2.897 -1.016
H -0.854 -2.491 0.081
H 0.908 2.441 0.723
H 1.998 0.177 3.154
H -2.274 0.330 -3.721
H -0.312 1.193 0.392
H -3.746 -1.471 -2.903
H 3.320 -0.031 1.974
H -0.080 0.731 -2.637
```

Output
Orbital gap (alpha / beta) = 6.88 / 6.97 eV
Total energy = -23879.3808 eV
Max |F| = 3.55 eV Å⁻¹
HOMO energy (alpha / beta) = -0.274 / -0.274 hartree
Relative energy (zero: lowest compared OMol25 entry of this formula, charge and spin) = 117.0 kcal/mol
Spin multiplicity = 1